Formula: C3H10INSSi
Source: OMol25
Level of theory: wB97M-V/def2-TZVPD

Properties
energy relative to the best compared isomer or geometry (same formula, charge and spin): 274.69 kJ/mol
net charge: 0
largest force on an atom: 0.122 Eh/bohr
DFT total energy: -31572.839 eV
gap between HOMO and LUMO: 6.649 eV
LUMO: -1.2818 eV

Each line ends with the Löwdin charge.
Atoms and positions in Å:
I (2.406841, 0.781305, -2.927590)  0.14
S (2.370826, -0.675461, -0.862733)  0.27
Si (0.918187, 1.890510, 1.425869)  0.77
N (0.984035, -0.338755, -0.145731)  -0.66
C (-1.207866, -0.010308, -1.354863)  -0.04
C (-0.333759, -0.901194, -0.475674)  -0.53
C (-0.894332, -1.442584, 0.892570)  -0.05
H (-2.075084, -0.587088, -1.459311)  0.06
H (1.990956, 1.386224, 2.517891)  -0.08
H (-0.383538, 2.188511, 2.012639)  -0.15
H (-0.648306, 0.213789, -2.162515)  -0.01
H (-1.489844, 0.909461, -0.742755)  0.10
H (-1.389870, -0.599482, 1.407066)  0.08
H (-1.406130, -2.262591, 0.773935)  0.01
H (-0.119539, -1.841606, -0.911520)  0.10
H (-0.142801, -1.749076, 1.555289)  0.06
H (1.420225, 3.038346, 0.457433)  -0.09

Forces on atoms 1 to 3 (eV/Å):
I 0.1806 -0.1007 -0.0278
S -1.1017 0.6489 0.0672
Si 2.2536 -1.5073 -1.3153

Formula: CH6OS
Source: OMol25
Level of theory: wB97M-V/def2-TZVPD

Properties
energy relative to the best compared isomer or geometry (same formula, charge and spin): 30.07 kJ/mol
net charge: 0
largest force on an atom: 0.026 Eh/bohr
DFT total energy: -14016.533 eV
structure (SMILES): CS.O
gap between HOMO and LUMO: 10.026 eV
LUMO: 0.9137 eV

Each line ends with the Löwdin charge.
Atoms and positions in Å:
S (-2.714417, -0.373675, -0.183444)  0.59
O (5.300520, -0.816328, -2.259754)  -0.06
C (-2.797024, 0.195301, 1.602100)  -0.45
H (-2.038505, -0.339078, 2.145949)  0.01
H (-1.901984, 0.657950, -0.321737)  -0.18
H (-3.775400, -0.098510, 1.969823)  0.01
H (4.504366, -0.321634, -2.471618)  0.03
H (5.992576, -0.153589, -2.163276)  0.03
H (-2.570129, 1.249561, 1.681958)  0.02

Forces on atoms 1 to 3 (eV/Å):
S -0.0180 0.6729 1.1846
O 0.0874 0.0082 0.0207
C -0.2117 -1.0881 -0.6432

Formula: C12H21N5O6S
Source: OMol25
Level of theory: wB97M-V/def2-TZVPD

Properties
energy relative to the best compared isomer or geometry (same formula, charge and spin): 3.49 kJ/mol
net charge: 0
largest force on an atom: 0.040 Eh/bohr
DFT total energy: -43356.565 eV
gap between HOMO and LUMO: 9.578 eV
LUMO: 0.4181 eV

Each line ends with the Löwdin charge.
Atoms and positions in Å:
S (0.794099, 0.210415, -2.871094)  0.96
O (3.614372, -5.789069, -2.894138)  0.11
O (4.421891, -0.354630, -2.466421)  0.07
O (-3.288327, 0.583402, 3.164163)  0.03
O (-1.217939, 4.584414, 3.055140)  0.04
O (-0.771634, 1.253223, 0.186210)  -0.05
O (2.533135, -6.235522, -4.828662)  0.08
N (1.061184, -1.430681, -3.178047)  -0.20
N (-1.073344, 1.010706, 3.036625)  0.13
N (2.402857, 0.617756, -2.537266)  -0.22
N (-2.907612, 3.274369, 3.719680)  0.04
N (1.722426, -3.631936, -5.302624)  0.06
C (-2.126144, 0.260392, 3.367836)  -0.54
C (-1.761875, 3.483769, 3.064115)  -0.47
C (2.102115, -4.065231, -3.931181)  -0.29
C (2.781126, -5.466281, -3.912585)  -0.45
C (-3.640340, 4.296296, 4.462465)  -0.05
C (-1.820811, -1.058383, 4.035308)  0.01
C (3.013552, -2.991415, -3.304058)  -0.09
C (-1.576591, 3.454691, 0.075511)  -0.03
C (2.344594, -1.651856, -3.096734)  -0.33
C (-1.592110, 2.161218, 0.889440)  -0.39
C (3.092416, -0.463708, -2.709215)  -0.48
C (-1.074386, 2.316796, 2.334312)  -0.14
H (-1.853997, 3.241130, -0.957120)  0.09
H (-4.474643, 3.841912, 4.998412)  0.08
H (-1.291828, -0.881032, 4.969302)  0.08
H (3.359784, -3.332854, -2.324486)  0.13
H (-0.586213, 3.909561, 0.103386)  0.09
H (1.065762, -4.300649, -5.711394)  0.08
H (3.897504, -2.854620, -3.932884)  0.13
H (-0.032981, 2.623652, 2.248867)  0.16
H (-2.973994, 4.782779, 5.177163)  0.08
H (4.562386, 0.579562, -2.242879)  0.12
H (2.545676, -3.551419, -5.899071)  0.09
H (3.902457, -6.696044, -3.083636)  0.13
H (0.031856, 1.715569, -0.062987)  0.07
H (-1.209206, -1.662969, 3.368768)  0.09
H (1.197826, -4.149221, -3.317656)  0.15
H (-2.757182, -1.577066, 4.237801)  0.09
H (-4.022430, 5.049309, 3.771257)  0.08
H (-2.303343, 4.157236, 0.483502)  0.08
H (-3.307535, 2.342826, 3.663850)  0.09
H (-0.170656, 0.617385, 3.244337)  0.15
H (-2.611900, 1.776216, 0.906683)  0.15

Forces on atoms 1 to 3 (eV/Å):
S 1.2099 -1.0588 0.1861
O -0.5499 0.4299 -0.4298
O 0.0060 -0.8350 -0.2940

Formula: C2H3NS3
Source: OMol25
Level of theory: wB97M-V/def2-TZVPD

Properties
energy relative to the best compared isomer or geometry (same formula, charge and spin): 258.03 kJ/mol
net charge: 0
largest force on an atom: 0.086 Eh/bohr
DFT total energy: -36115.451 eV
gap between HOMO and LUMO: 7.812 eV
LUMO: -1.2590 eV

Each line ends with the Löwdin charge.
Atoms and positions in Å:
S (-2.309744, -1.748156, 0.120343)  0.64
S (0.993070, 1.772156, -1.539759)  0.64
S (0.185208, -1.964766, 1.413965)  0.70
N (0.711964, 0.621165, -0.322458)  -0.43
C (-0.524163, 0.234756, -0.338172)  -0.41
C (-0.821345, -1.091557, 0.348943)  -1.25
H (-1.417706, 0.513586, -1.044146)  0.12
H (1.899519, 2.690660, -0.545550)  0.00
H (1.283197, -1.027844, 1.906835)  -0.02

Forces on atoms 1 to 3 (eV/Å):
S 0.4283 0.0985 -0.3157
S 2.4680 2.6660 2.5573
S 2.5150 1.2202 1.4290

Formula: C23H38CuF5NOSi4
Source: OMol25
Level of theory: wB97M-V/def2-TZVPD

Properties
energy relative to the best compared isomer or geometry (same formula, charge and spin): 52.35 kJ/mol
net charge: -1
largest force on an atom: 0.003 Eh/bohr
DFT total energy: -117746.687 eV
gap between HOMO and LUMO: 6.770 eV
LUMO: 2.5827 eV

Each line ends with the Löwdin charge.
Atoms and positions in Å:
Cu (-0.288006, 1.051833, 0.042163)  0.12
Si (-2.424142, 0.121016, -0.053726)  0.37
Si (-3.866495, 1.376454, 1.313309)  0.32
Si (-3.301135, 0.242824, -2.225142)  0.31
Si (-3.010231, -2.050589, 0.609391)  0.32
F (3.752811, 4.719879, 0.629870)  0.08
F (2.872126, 2.210965, 0.545889)  0.03
F (2.101957, 6.792736, 0.010045)  0.09
F (-0.472772, 6.298855, -0.706792)  0.09
F (-1.395469, 3.800804, -0.807359)  0.03
O (1.753268, -0.185823, -0.061724)  -0.12
N (0.433711, 0.138180, 2.508915)  0.12
C (0.334743, 5.270009, -0.390795)  -0.16
C (-5.140173, -0.113369, -2.504881)  -0.22
C (-3.796755, 0.750737, 3.103232)  -0.23
C (1.453007, 0.523708, 5.057759)  -0.08
C (2.473444, 4.473486, 0.286830)  -0.16
C (-2.286558, -3.375552, -0.542333)  -0.23
C (1.642668, 5.530439, -0.027430)  -0.16
C (-2.388550, -2.493843, 2.352109)  -0.22
C (1.630071, -1.992222, 2.246221)  -0.13
C (1.964979, 3.185431, 0.234951)  -0.25
C (-0.105253, 3.956072, -0.423351)  -0.26
C (-4.862887, -2.435306, 0.675839)  -0.22
C (-2.998081, 1.945975, -2.974887)  -0.23
C (1.262830, -0.753374, 3.036930)  -0.27
C (-2.393594, -0.979044, -3.356180)  -0.23
C (0.669599, 2.855452, -0.102181)  -0.04
C (0.591420, 1.457774, 4.498786)  -0.06
C (0.938269, -2.181035, 0.898025)  -0.20
C (1.789344, -0.594162, 4.320904)  -0.04
C (1.692967, -1.585939, -0.269052)  -0.25
C (0.109456, 1.213477, 3.226392)  -0.13
C (-3.402891, 3.204601, 1.396834)  -0.23
C (-5.704745, 1.384879, 0.859046)  -0.23
H (-1.423299, -2.041528, 2.582158)  0.00
H (-2.571723, -0.725124, -4.405740)  0.02
H (-4.011815, 3.702688, 2.158565)  0.02
H (-0.056476, -1.733981, 0.918094)  0.05
H (-1.257857, -3.156325, -0.831021)  0.01
H (-2.733104, -2.003982, -3.197712)  0.00
H (-2.291726, -3.580002, 2.449254)  0.02
H (-4.178903, 1.515124, 3.786907)  0.02
H (-1.316470, -0.954719, -3.177574)  0.01
H (-3.090761, -2.151407, 3.113742)  0.01
H (1.182082, -1.823653, -1.209591)  0.11
H (0.812596, -3.249616, 0.703540)  0.12
H (2.451533, -1.349325, 4.727201)  0.11
H (-2.777882, 0.500233, 3.406121)  0.01
H (-5.871219, 1.922722, -0.076803)  0.01
H (-5.014755, -3.473106, 0.990961)  0.02
H (-3.569255, 3.703572, 0.441532)  0.02
H (-4.409175, -0.145303, 3.229837)  0.01
H (1.853840, 0.666370, 6.053875)  0.10
H (-5.364384, -0.046344, -3.574591)  0.02
H (-5.419018, -1.112437, -2.165634)  0.00
H (-3.309303, 1.962401, -4.024228)  0.02
H (-6.109149, 0.377747, 0.740397)  0.01
H (-5.776173, 0.601290, -1.981365)  0.00
H (-2.302908, -4.348643, -0.041009)  0.02
H (-1.940718, 2.207201, -2.917174)  0.01
H (-2.870674, -3.462357, -1.460166)  0.01
H (2.333377, 0.250063, -0.692590)  0.09
H (2.707619, -2.006810, -0.311436)  0.12
H (-5.340141, -2.303388, -0.296076)  0.00
H (-5.378128, -1.788279, 1.389103)  0.01
H (-2.350127, 3.347478, 1.646718)  0.01
H (2.717285, -1.990327, 2.103758)  0.12
H (1.417391, -2.851427, 2.889214)  0.11
H (0.296919, 2.350758, 5.032521)  0.10
H (-0.568468, 1.909559, 2.743937)  0.09
H (-6.274150, 1.895645, 1.642727)  0.02
H (-3.545611, 2.725904, -2.441760)  0.02

Forces on atoms 1 to 3 (eV/Å):
Cu -0.0046 0.0917 0.0255
Si -0.0156 0.0098 -0.0340
Si 0.0458 0.0096 -0.0475